# 1
DFT (the ωB97M-V functional and the def2-TZVPD basis) results for a molecular structure, C30H26FIN2S.

## Properties
HOMO level in eV: -9.272
Molar mass in g mol⁻¹: 592.52
HOMO-LUMO gap in eV: 8.37
Total charge: 0
Spin multiplicity: 1
LUMO in eV: -0.90

Last column: Mulliken charge in e.
Atoms and positions in Å:
F1 -2.0901 0.8691 -1.9676  -0.315
C1 -3.3729 0.5393 -1.8122  0.445
C2 -4.2975 1.5024 -1.6012  -0.464
C3 -5.6595 1.1440 -1.4928  0.397
N1 -6.7139 1.9361 -1.3069  -0.674
S1 -8.0015 0.9806 -1.2641  0.216
N2 -7.3169 -0.4451 -1.5354  -0.684
C4 -6.0024 -0.2161 -1.6276  0.860
C5 -5.0202 -1.2191 -1.8499  -0.676
C6 -3.7249 -0.8321 -1.9159  -0.190
I1 -2.2076 -2.2489 -2.2217  0.167
H1 -3.9824 2.5321 -1.5202  0.553
H2 -5.3392 -2.2407 -1.9311  0.450
C7 2.2497 -3.0518 -2.5125  -0.367
C8 3.5578 -3.1663 -2.9611  -0.355
C9 3.8898 -4.1419 -3.8910  -0.389
C10 2.9132 -5.0011 -4.3757  -0.307
C11 1.6046 -4.8865 -3.9283  -0.561
C12 1.2756 -3.9134 -2.9957  -0.134
H3 1.9889 -2.2910 -1.7876  0.419
H4 4.3187 -2.4940 -2.5864  0.359
H5 4.9108 -4.2327 -4.2385  0.354
H6 3.1723 -5.7600 -5.1025  0.357
H7 0.8421 -5.5551 -4.3066  0.352
H8 0.2564 -3.8230 -2.6426  0.205
C13 -0.5340 -0.5766 1.8468  -0.424
C14 0.1627 -0.7703 3.0319  -0.485
C15 0.5626 0.3212 3.7903  -0.482
C16 0.2593 1.6081 3.3677  -0.510
C17 -0.4390 1.8016 2.1841  -0.504
C18 -0.8317 0.7102 1.4212  0.039
H9 -0.8430 -1.4299 1.2551  0.348
H10 0.3944 -1.7739 3.3660  0.461
H11 1.1099 0.1680 4.7120  0.469
H12 0.5671 2.4595 3.9611  0.371
H13 -0.6778 2.8052 1.8555  0.384
H14 -1.3678 0.8623 0.4977  0.329
C19 3.9750 -3.6342 4.5434  -0.454
C20 4.6710 -3.8296 5.7281  -0.369
C21 5.0678 -2.7384 6.4885  -0.378
C22 4.7648 -1.4515 6.0660  -0.415
C23 4.0670 -1.2562 4.8823  -0.387
C24 3.6741 -2.3472 4.1194  -0.341
H15 3.6674 -4.4852 3.9494  0.361
H16 4.9045 -4.8333 6.0592  0.358
H17 5.6138 -2.8910 7.4105  0.357
H18 5.0723 -0.6005 6.6601  0.359
H19 3.8291 -0.2526 4.5528  0.442
H20 3.1331 -2.1936 3.1941  0.468
C25 -1.5415 7.2484 -2.5812  -0.373
C26 -2.0122 6.5812 -3.7035  -0.372
C27 -1.9740 5.1948 -3.7539  -0.491
C28 -1.4690 4.4754 -2.6795  -0.402
C29 -0.9996 5.1429 -1.5568  -0.358
C30 -1.0341 6.5294 -1.5079  -0.426
H21 -1.5698 8.3297 -2.5430  0.357
H22 -2.4089 7.1423 -4.5397  0.358
H23 -2.3370 4.6744 -4.6309  0.374
H24 -1.4394 3.3935 -2.7175  0.527
H25 -0.6041 4.5812 -0.7202  0.428
H26 -0.6644 7.0499 -0.6339  0.365


# 2
DFT (the ωB97M-V functional and the def2-TZVPD basis) results for a molecular structure, C50H45AuBrCl2F4GeNO3PS.

## Properties
HOMO level (spin up / spin down) in eV: -9.360 / -9.878
Molar mass in g mol⁻¹: 1267.33
HOMO-LUMO gap (spin up / spin down) in eV: 7.26 / 6.26
Total charge: +1
Spin multiplicity: 3
LUMO (spin up / spin down) in eV: -2.10 / -3.62

Last column: Mulliken spin population.
Atoms and positions in Å:
Au1 0.0994 -0.7172 -0.1693  -0.004
F1 -3.5172 -5.7700 3.7589  0.000
C1 -2.7778 -4.7612 3.3572  0.001
C2 -2.3287 -3.8326 4.2634  -0.001
F2 -2.6344 -3.9533 5.5411  0.000
C3 -1.5557 -2.7807 3.8267  -0.017
F3 -1.1536 -1.9268 4.7663  0.000
C4 -1.2001 -2.6000 2.4946  0.025
P1 -0.1956 -1.1159 2.0611  0.008
C5 -1.1072 0.2524 2.8417  0.005
C6 -0.4308 1.4178 3.2061  0.001
C7 -1.1384 2.5048 3.7046  0.001
C8 -2.5206 2.4433 3.8210  0.000
C9 -3.1991 1.3030 3.4178  0.000
C10 -2.4958 0.2129 2.9237  0.005
C11 1.4038 -1.3040 2.8811  0.338
C12 2.5504 -1.7957 2.0144  -0.101
C13 3.8833 -1.6603 2.6854  0.331
C14 4.0259 -1.2768 3.9720  -0.086
C15 2.8919 -0.9355 4.7595  0.377
C16 1.6075 -0.9396 4.1838  -0.138
C17 -1.6577 -3.5742 1.5946  0.008
Br1 -1.2612 -3.5983 -0.2509  0.001
C18 -2.4388 -4.6317 2.0285  0.001
F4 -2.8812 -5.5583 1.1901  0.000
H1 0.6460 1.4775 3.1046  0.003
H2 -0.6081 3.4039 3.9970  0.000
H3 -3.0725 3.2904 4.2135  0.000
H4 -4.2808 1.2620 3.4854  0.000
H5 -3.0360 -0.6742 2.6090  0.001
H6 2.5539 -1.2181 1.0777  0.189
H7 4.7607 -1.9446 2.1137  0.047
H8 5.0164 -1.2272 4.4149  0.003
H9 3.0162 -0.6420 5.7976  0.002
H10 0.7708 -0.5995 4.7825  0.016
O1 2.0907 -1.0122 -1.3061  0.012
S1 3.1145 -1.9871 -1.8423  0.032
C19 2.8745 -3.5857 -0.9738  -0.013
C20 3.2106 -3.7659 0.4741  0.285
C21 4.3126 -4.4969 0.8245  -0.115
C22 4.4741 -5.0206 2.1251  0.407
C23 3.4021 -4.9251 3.0591  -0.122
C24 2.3089 -4.1823 2.7734  0.363
C25 2.2643 -3.3007 1.5549  -0.026
C26 4.7244 -1.4749 -1.1512  0.027
C27 4.8313 0.0247 -1.2305  -0.003
C28 4.7266 0.7931 -0.0787  0.006
C29 4.7576 2.1814 -0.1557  0.004
C30 4.8848 2.8091 -1.3872  0.001
C31 4.9969 2.0448 -2.5446  0.000
C32 4.9713 0.6595 -2.4653  -0.001
H11 3.4511 -4.2776 -1.5972  0.013
H12 1.8095 -3.7606 -1.1652  0.002
H13 5.0318 -4.7729 0.0558  0.004
H14 5.3638 -5.5894 2.3725  0.004
H15 3.4545 -5.4859 3.9882  0.002
H16 1.4718 -4.1334 3.4655  0.044
H17 1.2513 -3.2627 1.1481  0.079
H18 5.4776 -1.9750 -1.7674  0.001
H19 4.7803 -1.8486 -0.1285  -0.020
H20 4.6292 0.3084 0.8897  -0.006
H21 4.6823 2.7726 0.7503  0.000
H22 4.9051 3.8919 -1.4467  0.000
H23 5.1090 2.5292 -3.5084  0.000
H24 5.0634 0.0620 -3.3709  0.000
Cl1 -7.2396 3.3170 0.2042  0.000
C33 -5.9741 4.0265 1.1668  0.000
C34 -6.3200 4.6328 2.3581  0.000
C35 -5.3341 5.2076 3.1440  0.000
C36 -4.0123 5.1245 2.7480  0.000
C37 -3.6738 4.4861 1.5660  0.000
Cl2 -1.9878 4.2655 1.2338  0.000
C38 -4.6483 3.9570 0.7058  0.000
N1 -4.3557 3.2955 -0.4898  0.000
C39 -3.5541 3.7867 -1.5485  0.000
C40 -3.2423 5.1415 -1.6547  0.000
C41 -2.4298 5.6099 -2.6719  0.000
C42 -1.9178 4.7315 -3.6169  0.000
C43 -2.2635 3.3934 -3.5388  0.000
C44 -3.0848 2.9059 -2.5242  0.000
C45 -3.4411 1.4280 -2.5430  0.000
C46 -2.2030 0.5984 -2.3324  0.000
O2 -1.7516 0.0485 -3.4620  0.000
O3 -1.6897 0.4960 -1.2327  0.002
H25 -7.3600 4.6596 2.6587  0.000
H26 -5.5970 5.7063 4.0693  0.000
H27 -3.2220 5.5331 3.3674  0.000
H28 -5.0826 2.6696 -0.7748  0.000
H29 -3.6573 5.8362 -0.9335  0.000
H30 -2.2112 6.6703 -2.7358  0.000
H31 -1.2746 5.0868 -4.4141  0.000
H32 -1.8997 2.6989 -4.2941  0.000
H33 -3.8943 1.1782 -3.4992  0.000
H34 -4.1209 1.1462 -1.7440  0.000
C47 -0.9119 0.4205 -6.4137  0.000
Ge1 0.0207 -0.9341 -5.3816  0.000
C48 1.9487 -0.7541 -5.5450  0.000
C49 -0.5993 -2.7130 -5.8527  0.000
C50 -0.4528 -0.6111 -3.4771  0.000
H35 -0.7354 0.2619 -7.4814  0.000
H36 -0.5620 1.4235 -6.1499  0.000
H37 -1.9862 0.3601 -6.2239  0.000
H38 2.2256 -0.6817 -6.6009  0.000
H39 2.4652 -1.6150 -5.1113  0.000
H40 2.2852 0.1538 -5.0325  0.000
H41 -0.5022 -2.8670 -6.9306  0.000
H42 -1.6544 -2.8228 -5.5844  0.000
H43 -0.0226 -3.4877 -5.3396  0.000
H44 0.2961 0.0277 -2.9993  0.000
H45 -0.5323 -1.5489 -2.9187  0.001